No. 1
The following is a DFT calculation (wB97M-V/def2-TZVPD) of a 2-piece molecular cluster, C3HO6 overall.

- F_max (eV/A) = 2.8
- total energy (eV) = -15414.78968
- molar mass (g/mol) = 133.03
- relative energy (zero: lowest compared OMol25 entry of this formula, charge and spin) (kJ/mol) = 45.0
- net charge = -1
- frontier orbital gap (eV) = 8.36

Last column: Mulliken charge in e.
Atoms and positions in Å:
O: -0.89062 -1.62210 0.06946  -0.7045
O: -2.43121 1.04004 -1.08211  -0.4108
O: 0.66077 -0.79513 1.57199  -0.7718
O: 0.51649 0.11679 -1.74647  -0.6343
O: -0.94495 0.98416 0.65377  -0.4041
O: 2.06044 0.27639 -0.02218  -0.5846
C: 0.92831 -0.06852 -0.61689  0.4999
C: -1.68992 1.03309 -0.21585  0.8242
C: 0.05991 -0.94532 0.42449  0.7434
H: 1.73078 -0.01940 0.96380  0.4427


No. 2
The following is a DFT calculation (wB97M-V/def2-TZVPD) of a 2-piece molecular cluster, C5H12OSi overall.

- F_max (eV/A) = 4.0
- total energy (eV) = -15300.97846
- molar mass (g/mol) = 116.24
- relative energy (zero: lowest compared OMol25 entry of this formula, charge and spin) (kJ/mol) = 417.4
- net charge = 0
- frontier orbital gap (alpha / beta) (eV) = 7.43 / 7.43

Last column: Mulliken charge in e.
Atoms and positions in Å:
Si: -1.21347 -0.00299 0.16623  0.3498
O: 0.14130 0.78828 0.42794  -0.5187
C: 2.33155 0.10522 0.02883  0.6378
C: 2.93319 1.33335 -0.27722  -0.9285
C: 2.59566 -1.14278 0.30584  -0.6466
C: -1.15804 -1.09991 -1.54081  -1.1058
C: -2.58845 1.23750 -0.34464  -1.0577
H: 4.01290 1.15999 -0.18512  0.3820
H: -1.68659 -2.02153 -1.50444  0.3383
H: -2.19614 2.16367 -0.65436  0.3041
H: 2.69928 2.04488 0.52480  0.2743
H: 3.34374 -1.69438 -0.17485  0.3217
H: -3.06037 0.71528 -1.15755  0.2961
H: 1.77438 -1.65099 0.72875  0.3041
H: -1.65949 -0.47253 -2.17339  0.3004
H: -3.41027 1.49122 0.36634  0.3291
H: -0.10879 -1.40770 -1.85835  0.2737
H: -1.57362 -1.09594 1.14398  -0.1519
H: 2.75981 1.73076 -1.20275  0.2978


No. 3
The following is a DFT calculation (wB97M-V/def2-TZVPD) of a 2-piece molecular cluster, C3H9N2O2 overall.

- F_max (eV/A) = 0.3
- total energy (eV) = -10331.81792
- molar mass (g/mol) = 105.12
- relative energy (zero: lowest compared OMol25 entry of this formula, charge and spin) (kJ/mol) = 246.7
- net charge = -1
- frontier orbital gap (eV) = 7.06

Last column: Mulliken charge in e.
Atoms and positions in Å:
O: 0.27609 -1.37665 1.28944  -0.9006
O: -0.19725 0.57716 -3.68298  -0.5243
N: -1.55388 -0.33210 -0.48134  -0.7446
N: 1.79790 0.40475 1.48880  -0.6209
C: -0.90893 0.33520 -2.73934  -0.0302
C: 0.59254 -0.31719 2.03512  -0.2726
C: -0.46003 0.11937 -1.32542  -0.1507
H: 0.04890 1.01366 -0.94555  0.2480
H: -2.09064 0.46171 -0.15782  0.2137
H: 0.81029 -0.56726 3.10802  0.2573
H: 0.31460 -0.64863 -1.31202  0.2501
H: -0.21988 0.44453 2.07708  0.1303
H: -1.11069 -0.78522 0.33789  0.3766
H: 2.29160 -0.28833 0.93857  0.1982
H: -2.00715 0.27074 -2.87247  0.3337
H: 2.41656 0.68827 2.24200  0.2361


No. 4
The following is a DFT calculation (wB97M-V/def2-TZVPD) of C7H18AlBBrCaO2 as an isolated structure.

- F_max (eV/A) = 3.6
- total energy (eV) = -107392.70865
- molar mass (g/mol) = 292.00
- net charge = +1
- frontier orbital gap (eV) = 4.09

Last column: Mulliken charge in e.
Atoms and positions in Å:
Br: -2.68328 3.53645 -1.08168  -0.4457
Ca: 2.33893 3.13153 -0.26672  1.7141
Al: -1.41603 1.79672 -0.06427  0.2796
O: -1.79663 3.33092 2.51375  -0.5917
O: -0.43703 -3.05183 -0.41408  -0.3546
C: -1.43977 -2.96391 -1.42245  -0.7183
C: -0.44541 1.33495 3.06482  -0.9880
C: 1.61477 -1.78039 -0.27782  -0.8552
C: 0.89065 -2.98849 -0.86882  -0.7189
C: 1.44262 0.69175 -0.76873  -0.6567
C: 0.39269 1.87353 -1.06278  -0.4790
C: 0.72968 -0.53258 -0.24373  -0.0870
B: -1.19926 2.23246 1.99700  0.4353
H: 2.51683 -1.60790 -0.85647  0.4083
H: 1.41696 -3.87692 -0.53571  0.4059
H: -2.35507 -2.64564 -0.94798  0.2725
H: 0.17948 1.86323 -2.12339  0.5693
H: -1.56483 -3.92203 -1.91450  0.2983
H: 0.94936 -2.93924 -1.95120  0.3756
H: -0.81810 0.31559 2.98731  0.3352
H: -0.09970 -0.69068 -0.90993  0.0660
H: 0.37182 -0.35527 0.76017  0.0485
H: -2.24946 3.83960 1.81905  0.2636
H: 1.94630 -2.02040 0.72328  0.3827
H: 1.91911 0.41278 -1.70031  0.2312
H: 2.27130 0.97281 -0.06753  0.2801
H: 0.83574 2.85922 -0.88313  -0.0800
H: 0.62783 1.30995 2.88380  0.2461
H: -0.64029 1.68423 4.07023  0.2880
H: -1.18064 -2.20572 -2.15480  0.3199
H: -2.11856 0.39529 -0.30339  -0.2451


No. 5
The following is a DFT calculation (wB97M-V/def2-TZVPD) of a 5-piece molecular cluster, C7H11Br4Cl9 overall.

- SMILES = ClC(Cl)Cl.ClC(Cl)Cl.ClC(Cl)Cl.BrCCBr.BrCCBr
- F_max (eV/A) = 0.8
- total energy (eV) = -400308.98624
- molar mass (g/mol) = 733.86
- relative energy (zero: lowest compared OMol25 entry of this formula, charge and spin) (kJ/mol) = 6.5
- net charge = 0
- frontier orbital gap (eV) = 10.79

Last column: Mulliken charge in e.
Atoms and positions in Å:
Br: -17.00904 18.17009 -7.65131  -0.1497
Br: -23.48186 13.94254 -7.76632  -0.1306
Br: -25.84642 10.97872 -10.38268  -0.1534
Br: -21.58937 17.31880 -7.30599  -0.1580
Cl: -18.72844 14.59720 -1.47805  -0.1225
Cl: -23.20031 8.28090 -9.00266  -0.1101
Cl: -20.67202 6.81852 -9.53749  -0.1374
Cl: -21.20315 9.49182 -10.72032  -0.1101
Cl: -19.97293 14.05888 -6.73534  -0.0658
Cl: -20.24057 12.99174 0.45756  -0.1193
Cl: -20.56966 12.19112 -4.62954  -0.1223
Cl: -18.19561 11.75419 -1.21188  -0.1239
Cl: -20.76028 11.32992 -7.39122  -0.0784
C: -19.85239 18.27287 -7.34300  -0.5022
C: -19.45365 13.00230 -1.11760  0.3195
C: -18.76302 17.29606 -7.68326  -0.5378
C: -21.46282 8.40855 -9.33635  0.2949
C: -20.98805 12.69855 -6.26277  0.3900
C: -24.87553 13.19370 -8.90845  -0.6297
C: -24.36293 11.89246 -9.47536  -0.4745
H: -19.94585 19.03002 -8.11874  0.3699
H: -23.90987 11.29529 -8.68672  0.2636
H: -20.18830 12.74811 -1.86772  0.0460
H: -23.54267 12.11084 -10.15815  0.3641
H: -21.02230 8.83937 -8.45062  0.0626
H: -19.73643 18.78858 -6.39655  0.3870
H: -18.89541 16.84252 -8.65778  0.4153
H: -25.09510 13.95334 -9.65432  0.3858
H: -25.76624 13.11811 -8.29097  0.4246
H: -22.01734 13.01389 -6.37228  -0.1885
H: -18.66601 16.54713 -6.90326  0.1912


No. 6
The following is a DFT calculation (wB97M-V/def2-TZVPD) of C41H47N6O4Si4TeTi as an isolated structure.

- 2S+1 = 2
- F_max (eV/A) = 2.1
- total energy (eV) = -122335.48946
- molar mass (g/mol) = 975.68
- relative energy (zero: lowest compared OMol25 entry of this formula, charge and spin) (kJ/mol) = 0.0
- net charge = 0
- frontier orbital gap (alpha / beta) (eV) = 6.17 / 6.30
- expectation value of S² = 0.76

Last column: Mulliken spin population.
Atoms and positions in Å:
Te: -5.07538 -19.76090 -9.75250  -0.0846
Ti: -4.30627 -19.74537 -7.14364  1.0364
Si: -3.17890 -16.48328 -11.97239  0.0042
Si: -4.11035 -19.94536 -13.38235  0.0001
Si: -6.93403 -17.47296 -12.22083  -0.0053
Si: -4.73303 -18.29789 -11.75550  0.0054
O: 2.76419 -19.43755 -8.37132  0.0000
O: -8.89685 -18.91160 -1.43368  0.0005
O: 2.22145 -17.23684 -8.49898  0.0001
O: -10.18361 -20.19646 -2.80406  0.0005
N: -6.06570 -19.71777 -5.51514  -0.0223
N: -3.45129 -19.19552 -4.92432  -0.0064
N: -6.22955 -21.48973 -7.55118  0.0045
N: -2.20022 -19.33065 -7.60086  -0.0170
N: -3.16276 -21.76069 -6.94660  -0.0338
N: -4.08776 -17.47474 -7.14460  -0.0114
C: -7.45173 -16.43516 -10.77113  -0.0005
C: -7.38758 -23.05888 -8.88182  -0.0015
C: -5.79741 -19.18800 -4.30482  0.0089
C: -0.45289 -17.76683 -8.00090  -0.0002
C: -2.82163 -17.50464 -2.79420  0.0031
C: -2.90070 -24.09883 -6.50092  0.0001
C: -3.64654 -22.93329 -6.52754  0.0228
C: 2.03473 -18.44610 -8.33122  -0.0003
C: -2.87013 -17.06951 -7.58551  0.0060
C: -8.00011 -19.70423 -3.44808  0.0028
C: -6.23384 -22.37696 -8.52561  0.0139
C: -1.79794 -18.07402 -7.80613  0.0048
C: -9.18125 -19.57993 -2.42063  0.0011
C: -8.52368 -21.96058 -7.10037  -0.0009
C: -8.56549 -22.86322 -8.14859  0.0022
C: -4.39697 -19.29111 -15.08630  -0.0009
C: -1.56217 -24.02802 -6.90341  0.0028
C: -7.22592 -20.34521 -5.65470  0.0081
C: -3.53631 -14.81501 -7.39377  0.0026
C: -8.20523 -20.33618 -4.66062  -0.0007
C: -3.97906 -14.93798 -11.27249  0.0000
C: 0.49853 -18.78000 -8.02953  -0.0011
C: -1.81280 -18.12079 -3.54667  -0.0012
C: -2.91497 -16.14108 -13.76210  0.0002
C: -1.05774 -22.83195 -7.40277  0.0022
C: -5.09572 -21.50141 -13.18569  -0.0011
C: -7.34805 -21.26546 -6.83697  0.0149
C: -4.13020 -17.81332 -3.06773  -0.0037
C: -6.74592 -19.14505 -3.27529  0.0019
C: -2.17668 -18.93396 -4.57818  0.0177
C: -4.42166 -18.70523 -4.09328  0.0049
C: -7.13291 -16.47634 -13.77891  0.0000
C: -1.28679 -20.33327 -7.59156  0.0171
C: -2.59484 -15.72944 -7.77079  -0.0014
C: -4.76815 -15.22481 -6.99088  0.0035
C: -5.02308 -16.57395 -6.87079  0.0129
C: -1.49456 -16.76805 -11.26398  0.0010
C: -2.31463 -20.34852 -13.27686  -0.0006
C: -1.85892 -21.67700 -7.29306  -0.0087
C: 0.06659 -20.06284 -7.76529  0.0012
C: -8.14033 -18.84862 -12.37902  -0.0013
H: -9.51428 -23.31284 -8.39698  -0.0001
H: -1.06534 -15.79380 -11.01255  0.0000
H: 0.72588 -20.88891 -7.66938  -0.0001
H: -7.42500 -23.75256 -9.72860  -0.0005
H: -2.42693 -16.95265 -14.30159  0.0000
H: -3.32990 -25.02450 -6.10170  0.0001
H: -4.07639 -18.26521 -15.23087  0.0002
H: -4.33521 -15.11374 -10.25689  0.0002
H: -5.92037 -16.97176 -6.44259  -0.0029
H: -4.66166 -22.94551 -6.17111  -0.0005
H: -6.69350 -16.93504 -14.66947  -0.0001
H: -8.54326 -16.19955 -10.89838  0.0000
H: -5.32003 -22.49696 -9.08057  -0.0002
H: -3.89945 -15.95349 -14.22223  -0.0001
H: -2.13760 -21.14535 -14.01374  -0.0001
H: -8.21229 -19.51173 -11.49142  0.0004
H: -3.87146 -19.88954 -15.85035  -0.0002
H: -1.40650 -19.34204 -5.21709  0.0013
H: -0.03708 -22.72115 -7.72858  -0.0002
H: -4.57029 -22.19037 -12.49066  -0.0001
H: -6.48882 -18.70638 -2.30241  0.0001
H: -6.11922 -21.37891 -12.85600  0.0003
H: -0.91630 -24.91793 -6.89402  0.0001
H: -5.45594 -19.36529 -15.31894  0.0000
H: -3.23051 -14.15643 -11.24323  0.0001
H: -3.31823 -13.76033 -7.44611  -0.0001
H: -0.86762 -17.27578 -12.01063  0.0001
H: -1.50276 -17.37064 -10.32776  -0.0010
H: -4.79173 -14.60256 -11.89999  0.0002
H: -0.78448 -17.88070 -3.33006  0.0000
H: -7.94280 -19.56689 -13.18968  -0.0001
H: -1.99971 -20.69843 -12.28923  0.0001
H: -8.20614 -16.32495 -13.96229  -0.0001
H: -2.61887 -16.75636 -2.04307  0.0001
H: -5.14540 -22.00182 -14.16043  -0.0001
H: -9.44957 -21.74097 -6.57251  0.0002
H: -9.16047 -20.80727 -4.79651  -0.0005
H: -0.11889 -16.73583 -8.13787  -0.0003
H: -4.92190 -17.39722 -2.45840  -0.0001
H: -1.63203 -15.39140 -8.09323  -0.0002
H: -2.31974 -15.24662 -13.96343  0.0001
H: -7.32562 -17.03162 -9.85462  0.0003
H: -5.47964 -14.49412 -6.68661  0.0000
H: -6.68103 -15.46046 -13.76660  0.0000
H: -9.18753 -18.49765 -12.52222  0.0000
H: -1.71806 -19.45216 -13.53804  0.0000
H: -6.89985 -15.49285 -10.75143  -0.0001


Question: Among the records above, which one has the lowest F_max?
Answer: C3H9N2O2